(1)
# C9H18CuNO11

A structure of composition C9H18CuNO11 at a distorted geometry (ωB97M-V with the def2-TZVPD basis set, the Open Molecules 2025 dataset).

The geometry in ORCA input format:
```
! wB97M-V def2-TZVPD RIJCOSX def2/J DEFGRID3
* xyz -1 2
Cu -1.83 0.50 0.89
O 2.20 1.96 5.18
C 1.06 2.59 4.96
O 0.04 2.08 4.46
O 0.98 3.83 5.16
H 2.64 2.79 5.39
O -7.42 -0.05 -0.29
C -6.15 -0.07 0.02
O -5.75 0.51 1.03
O -5.28 -0.58 -0.65
H -7.84 0.27 0.52
O -0.21 6.32 -1.79
C -0.73 5.57 -0.77
O -0.87 4.35 -0.86
O -1.01 6.09 0.32
H -0.21 5.69 -2.51
C -1.12 -2.60 2.45
O -0.59 -2.31 1.16
C 0.69 -2.88 0.87
C 1.00 -2.63 -0.59
N 1.08 -1.19 -0.86
C 0.95 -0.99 -2.28
C 2.13 -1.73 -3.06
O 3.38 -1.33 -2.58
C 3.66 -0.02 -3.05
H -1.84 -1.81 2.65
H -0.45 -2.31 3.27
H -1.45 -3.64 2.54
H 0.72 -3.96 1.00
H 1.41 -2.40 1.54
H 0.27 -3.24 -1.12
H 1.97 -3.09 -0.80
H 2.05 -0.99 -0.66
H 0.95 0.09 -2.34
H 0.05 -1.43 -2.72
H 2.05 -1.64 -4.15
H 2.14 -2.79 -2.82
H 3.54 0.13 -4.13
H 4.71 0.10 -2.78
H 3.09 0.79 -2.60
*
```

Summary:
**Relative energy (zero: lowest compared OMol25 entry of this formula, charge and spin)**: 803.2 kJ/mol
**⟨S²⟩**: 0.758
**Frontier orbital gap (spin up / spin down)**: 0.1322 / 0.0645 Eh
**Electronic energy**: -78271.3881 eV

(2)
# C40H36IMoN13S3

A structure of composition C40H36IMoN13S3 at a distorted geometry (ωB97M-V with the def2-TZVPD basis set, the Open Molecules 2025 dataset).

The geometry in ORCA input format:
```
! wB97M-V def2-TZVPD RIJCOSX def2/J DEFGRID3
* xyz 0 3
Mo 1.52 2.16 -0.15
N 2.43 4.48 2.68
C 3.30 3.39 2.50
N 4.52 3.16 3.15
N 4.81 1.86 2.91
N 3.89 1.34 2.06
N 2.97 2.32 1.79
C 1.14 4.59 2.17
N 0.21 5.53 2.52
N -0.84 5.25 1.73
N -0.61 4.25 0.96
N 0.63 3.75 1.24
H 2.69 5.13 3.46
N 1.02 0.87 1.10
S 0.27 -0.18 1.91
N -0.89 -1.05 1.19
S -1.19 -1.71 -0.23
N -0.64 -1.17 -1.63
S -0.15 0.24 -2.28
N 0.54 1.43 -1.53
C 0.88 -0.04 -3.66
C 1.41 -1.29 -3.91
C 2.12 -1.44 -5.11
C 2.27 -0.36 -6.01
C 1.71 0.87 -5.69
C 1.12 1.05 -4.46
C -1.55 1.03 -2.96
C -2.17 1.98 -2.22
C -3.36 2.55 -2.69
C -3.80 2.20 -3.98
C -3.12 1.22 -4.74
C -1.90 0.72 -4.30
C -0.40 -3.33 -0.09
C -1.09 -4.43 0.45
C -0.50 -5.68 0.50
C 0.85 -5.84 0.11
C 1.54 -4.71 -0.27
C 0.98 -3.48 -0.37
C -2.91 -2.05 -0.45
C -3.35 -3.01 -1.35
C -4.70 -3.14 -1.62
C -5.59 -2.18 -1.15
C -5.15 -1.28 -0.16
C -3.84 -1.26 0.24
C 1.50 -1.24 2.62
C 1.12 -2.04 3.72
C 2.03 -2.82 4.37
C 3.35 -2.75 4.02
C 3.75 -1.93 2.97
C 2.83 -1.29 2.19
C -0.59 0.45 3.33
C -1.89 0.91 3.15
C -2.62 1.41 4.21
C -1.94 1.71 5.41
C -0.64 1.34 5.56
C 0.05 0.73 4.53
H 1.32 -2.05 -3.17
H 2.46 -2.40 -5.38
H 2.85 -0.48 -6.92
H 1.66 1.67 -6.39
H 0.87 2.03 -4.08
H -1.76 2.32 -1.27
H -3.86 3.40 -2.19
H -4.64 2.75 -4.42
H -3.51 0.90 -5.68
H -1.31 0.09 -4.95
H -2.11 -4.32 0.80
H -1.08 -6.57 0.73
H 1.35 -6.82 0.12
H 2.62 -4.79 -0.44
H 1.58 -2.62 -0.65
H -2.65 -3.69 -1.77
H -5.04 -4.06 -2.02
H -6.64 -2.20 -1.38
H -5.92 -0.58 0.18
H -3.54 -0.65 1.07
H 0.09 -2.03 4.09
H 1.72 -3.52 5.15
H 4.10 -3.23 4.66
H 4.80 -1.84 2.72
H 3.12 -0.74 1.31
H -2.40 0.73 2.19
H -3.68 1.67 4.10
H -2.49 2.12 6.27
H -0.06 1.51 6.49
H 1.17 0.68 4.55
C 0.90 3.91 -1.44
H 1.37 3.62 -2.44
H 1.29 4.93 -1.27
H -0.20 3.94 -1.51
I 4.46 3.72 -1.06
C 3.45 1.74 -1.02
H 4.27 1.15 -0.59
H 3.37 1.50 -2.14
*
```

Summary:
**Relative energy (zero: lowest compared OMol25 entry of this formula, charge and spin)**: 84.6 kJ/mol
**⟨S²⟩**: 2.024
**Frontier orbital gap (spin up / spin down)**: 0.1534 / 0.1899 Eh
**Electronic energy**: -103881.4904 eV

(3)
# C3H5AuO5

A structure of composition C3H5AuO5 at a distorted geometry (ωB97M-V with the def2-TZVPD basis set, the Open Molecules 2025 dataset).

The geometry in ORCA input format:
```
! wB97M-V def2-TZVPD RIJCOSX def2/J DEFGRID3
* xyz 1 4
O 0.22 1.70 0.25
C -0.40 0.97 -0.66
C -1.83 0.30 -0.12
O -1.87 -1.03 -0.34
H 1.13 1.12 0.69
H 0.92 0.10 -1.08
H -0.49 1.19 -1.73
H -2.61 0.84 -0.68
H -1.89 0.60 0.95
Au -0.36 -1.81 0.00
O 1.26 -1.15 -0.47
C 2.01 -1.04 0.66
O 1.70 -1.95 1.46
O 2.21 0.16 1.06
*
```

Summary:
**Relative energy (zero: lowest compared OMol25 entry of this formula, charge and spin)**: 134.8 kJ/mol
**⟨S²⟩**: 3.769
**Frontier orbital gap (spin up / spin down)**: 0.3588 / 0.2068 Eh
**Electronic energy**: -17101.9090 eV